Formula: C27H22ClIN4O5Ta
Source: OMol25
Level of theory: ωB97M-V/def2-TZVPD

Computed properties:
**ΔE to the lowest compared entry with this formula, charge and spin**: 49.5 kJ/mol
**HOMO-LUMO gap**: 0.274 hartree
**LUMO level**: -3.390 eV
**E_HOMO**: -0.39858 Eh
**Energy**: -2452.28142 a.u.
**Net charge**: +1

The geometry in XYZ format:
```
61
Properties=species:S:1:pos:R:3:mulliken_charge:R:1
Ta -0.245 -0.100 -0.265 2.131
O 0.545 -1.300 1.042 -0.491
C 1.702 -1.659 1.589 -0.027
C 1.709 -2.513 2.690 -0.805
C 2.908 -2.858 3.284 -0.503
C 4.121 -2.365 2.798 -0.820
C 4.116 -1.536 1.699 -0.868
C 2.911 -1.173 1.080 1.210
C 2.956 -0.333 -0.086 -0.195
N 1.963 0.108 -0.771 -0.101
C 2.329 0.893 -1.972 -1.002
C 1.086 1.562 -2.538 -0.747
N 0.033 0.572 -2.372 -0.057
C -0.556 0.076 -3.399 0.036
C -1.389 -1.100 -3.395 0.429
C -2.161 -1.404 -4.523 -0.703
C -2.900 -2.565 -4.572 -0.801
C -2.842 -3.458 -3.502 -0.461
C -2.059 -3.196 -2.392 -0.590
C -1.341 -2.009 -2.326 0.346
O -0.586 -1.745 -1.248 -0.489
H 0.768 -2.896 3.061 0.466
H 2.903 -3.521 4.138 0.430
H 5.052 -2.641 3.272 0.437
H 5.048 -1.156 1.299 0.429
H 3.960 -0.068 -0.424 0.453
H 2.733 0.199 -2.712 0.411
H 3.097 1.625 -1.723 0.581
H 1.230 1.821 -3.588 0.661
H 0.827 2.460 -1.982 -0.062
H -0.375 0.542 -4.369 0.475
H -2.180 -0.708 -5.353 0.418
H -3.512 -2.787 -5.434 0.419
H -3.415 -4.375 -3.540 0.420
H -2.000 -3.892 -1.567 0.487
N -1.645 0.053 1.571 -0.607
C -2.981 -0.479 1.226 -0.608
C -3.243 -0.158 -0.250 0.429
O -4.305 -0.319 -0.773 -0.614
O -2.147 0.287 -0.852 -0.473
H -1.232 -0.424 2.367 0.281
H -1.707 1.040 1.812 0.237
H -3.775 -0.073 1.850 0.435
H -2.976 -1.563 1.343 0.287
Cl 0.284 6.220 3.931 -0.233
C 0.178 4.902 2.815 0.508
C -0.502 5.069 1.647 -0.436
C -0.592 4.011 0.713 -0.401
I -1.638 4.292 -1.057 0.065
C 0.003 2.804 0.970 -0.673
O -0.029 1.789 0.106 0.606
C 0.692 2.605 2.207 0.722
N 1.219 1.373 2.427 0.209
C 1.872 1.177 3.547 0.185
C 2.053 2.172 4.528 -1.148
C 1.511 3.408 4.325 -0.825
C 0.796 3.662 3.135 -0.004
H -0.972 6.017 1.428 0.467
H 2.284 0.184 3.699 0.190
H 2.609 1.942 5.426 0.443
H 1.620 4.195 5.059 0.439
```